1.
A molecular structure, C21H32BeCaCl5CsF2KNO16PS4, computed with wB97M-V/def2-TZVPD.

```
! RIJCOSX wB97M-V def2-TZVPD def2/J DEFGRID3
* xyz 1 1
O 7.9285 -2.2679 1.2772
C 7.4662 -1.3064 0.7600
O 7.7777 -0.0658 1.2138
C 6.6365 0.7421 1.4676
C 5.4875 -0.0176 2.2012
C 4.6167 0.9648 3.0288
C 3.1339 1.0280 2.6107
C 2.3592 -0.3778 2.6057
C 2.3408 -1.0741 1.1589
O 1.1213 -1.7826 0.8691
S -0.1222 -0.7369 0.5447
O 0.1568 -0.1284 -0.7861
O -1.4047 -1.4181 0.5583
C 0.0034 0.5271 1.9180
C 0.8634 -0.0814 3.1336
S 0.0546 -1.5508 3.8731
H 6.7773 -1.4636 -0.0879
H 6.9713 1.6314 2.0056
H 6.2070 1.1031 0.5123
H 4.9392 -0.5738 1.4344
H 5.9851 -0.6937 2.9107
H 4.6786 0.8000 4.1098
H 5.0374 1.9720 2.8713
H 2.9747 1.4787 1.5701
H 2.6346 1.7565 3.3325
H 2.7924 -1.0983 3.3070
H 3.1586 -1.7998 1.1228
H 2.6013 -0.3066 0.3784
H 0.5942 1.4504 1.5757
H -0.9884 0.8286 2.2741
H 0.8557 0.6917 3.9096
H 0.9446 -2.5711 3.7466
Cs 1.5139 2.5106 0.4377
Cl -3.4096 -6.0220 0.8200
C -2.0072 -4.9852 0.3864
C -1.7682 -4.9433 -1.1049
Cl -1.1929 -6.5045 -1.7319
H -1.1345 -5.3591 0.9227
H -2.2323 -3.9847 0.7560
H -1.0005 -4.2039 -1.3261
H -2.6693 -4.6723 -1.6521
C -2.6560 6.1273 -1.4898
Cl -2.3554 4.3830 -1.5892
Cl -2.3532 6.7207 0.1526
Cl -1.6687 6.9655 -2.6641
H -3.6979 6.3015 -1.7290
C 10.3854 1.3179 -0.4362
C 9.4915 2.5019 -0.8923
C 10.2320 3.2607 -2.0238
O 9.3232 3.3272 0.1384
H 11.3547 1.6464 -0.0606
H 9.8941 0.7466 0.3487
H 10.5704 0.6403 -1.2768
H 8.5908 2.0505 -1.3562
H 11.1931 3.6511 -1.6890
H 9.6324 4.0943 -2.3890
H 10.4189 2.5880 -2.8672
N -8.0176 -5.3880 0.8128
S -6.8785 -5.2034 1.9129
O -7.2743 -5.3480 3.2643
O -5.8496 -4.2300 1.6121
F -6.0794 -6.5641 1.6527
S -9.0671 -4.1903 0.8467
O -10.2691 -4.4760 0.1097
O -8.5575 -2.8698 0.6866
F -9.5796 -4.2040 2.3209
C -7.6494 0.0969 -0.6516
C -7.8921 -0.4774 -1.8276
C -7.3915 0.1147 -3.0914
O -7.6156 -0.4155 -4.1586
C -6.6106 1.3701 -2.9984
C -6.3672 1.9463 -1.8220
C -6.8660 1.3543 -0.5584
O -6.6427 1.8716 0.5149
H -8.0058 -0.3196 0.2820
H -8.4612 -1.3952 -1.9186
H -6.2539 1.7863 -3.9320
H -5.7988 2.8634 -1.7339
K -9.7055 -6.8412 -0.2126
O -3.2875 8.8667 -5.8622
P -2.7571 7.6010 -6.5324
O -3.1993 7.5147 -7.9909
O -3.2996 6.3850 -5.7802
O -1.2307 7.6295 -6.4863
Ca -6.2800 -5.1002 -0.5591
Be -2.1507 -6.1964 3.0088
*
```

LUMO level (eV): -6.82
Frontier orbital gap (hartree): 0.029

***

2.
A molecular structure, C21H32Cl2FN4SiTi, computed with wB97M-V/def2-TZVPD.

```
! RIJCOSX wB97M-V def2-TZVPD def2/J DEFGRID3
* xyz 1 1
Ti 0.3519 0.4467 -0.2867
C -2.9014 -2.1563 1.3684
Si -1.0983 -1.7798 1.7703
C -0.7626 -1.9257 3.6343
C -0.0202 -3.0904 0.9395
N -0.7189 -0.1295 1.2158
C -1.4633 0.9445 1.6805
C -2.3695 0.9145 2.7596
C -3.1114 2.0183 3.1348
C -2.9980 3.2301 2.4658
C -2.1010 3.3257 1.4164
C -1.3810 2.2068 1.0831
F -0.4340 2.3434 0.0226
H -3.1220 -3.2050 1.5766
H -3.0984 -1.9791 0.3080
H -3.6004 -1.5486 1.9444
H -0.5374 -2.9640 3.8852
H -1.6192 -1.6384 4.2470
H 0.0846 -1.3193 3.9650
H 0.3876 -3.7717 1.6886
H 0.8037 -2.6847 0.3633
H -0.6295 -3.6872 0.2564
H -2.4792 -0.0080 3.3090
H -3.7974 1.9332 3.9673
H -3.5900 4.0866 2.7533
H -1.9586 4.2473 0.8674
C 2.0215 0.8390 -2.9722
N 1.5311 1.6825 -1.8590
C 0.8741 2.8559 -2.4691
C 2.6811 2.1406 -1.0475
C 3.1541 1.0611 -0.0824
N 2.0821 0.6540 0.8560
C 2.4914 -0.5976 1.5298
C 1.8734 1.6892 1.8907
H 2.7492 1.3954 -3.5724
H 1.1854 0.5604 -3.6116
H 2.4803 -0.0726 -2.6033
H 1.5455 3.3472 -3.1804
H 0.5974 3.5854 -1.7115
H -0.0219 2.5420 -3.0020
H 2.3828 3.0325 -0.4951
H 3.5180 2.4264 -1.6939
H 4.0192 1.4323 0.4756
H 3.4562 0.1764 -0.6427
H 3.4005 -0.4304 2.1139
H 2.6719 -1.3695 0.7848
H 1.6984 -0.9320 2.1935
H 2.7845 1.8257 2.4806
H 1.0729 1.3833 2.5611
H 1.6114 2.6493 1.4520
Cl -1.7418 0.3795 -1.6872
C -1.3029 -1.0809 -2.5581
C -2.1196 -1.6501 -3.5063
C -1.6631 -2.7823 -4.1680
C -0.4068 -3.2999 -3.8816
C 0.3903 -2.7089 -2.9203
Cl 1.9660 -3.3278 -2.5688
C -0.0415 -1.5897 -2.1845
N 0.6421 -0.9756 -1.1980
H -3.0887 -1.2261 -3.7333
H -2.2869 -3.2545 -4.9132
H -0.0435 -4.1696 -4.4118
*
```

Energy above the lowest of the compared OMol25 structures with the same formula, charge and spin (eV): 0.000
LUMO level (eV): -2.66
Frontier orbital gap (hartree): 0.298

***

3.
7 unconnected molecules or ions with the total composition C21H32Cl4N4O2, computed with wB97M-V/def2-TZVPD.

```
! RIJCOSX wB97M-V def2-TZVPD def2/J DEFGRID3
* xyz 0 1
N 9.8227 23.8723 -5.0181
C 8.5419 24.2273 -5.3596
C 7.8355 23.0464 -5.4662
C 8.7370 21.9721 -5.3563
C 9.9652 22.5213 -5.0421
H 10.6052 24.5034 -4.9404
H 8.2613 25.2288 -5.6286
H 6.8407 22.9993 -5.8864
H 8.4441 20.9340 -5.3682
H 10.8821 22.0248 -4.7772
N 13.0916 18.3205 -6.6994
C 12.0163 18.7618 -7.4114
C 11.2186 19.5028 -6.6036
C 11.7376 19.4235 -5.2800
C 12.9022 18.6774 -5.3853
H 13.8775 17.8171 -7.0588
H 11.9439 18.7350 -8.4884
H 10.3203 19.9483 -7.0010
H 11.2051 19.7830 -4.4160
H 13.6442 18.4517 -4.6378
N 12.6598 25.4709 -6.1270
C 12.7898 25.7883 -4.8124
C 11.8039 26.6944 -4.5053
C 11.0627 26.9626 -5.6782
C 11.5895 26.1349 -6.6651
H 13.2297 24.8023 -6.6092
H 13.4652 25.2788 -4.1456
H 11.6618 27.1831 -3.5551
H 10.2083 27.6057 -5.7987
H 11.3791 25.9888 -7.7115
N 7.4841 22.8858 0.1755
C 7.4465 23.1331 -1.1714
C 8.6222 23.7885 -1.4948
C 9.3866 23.8944 -0.3075
C 8.6689 23.3149 0.7000
H 6.8181 22.3374 0.6858
H 6.5892 22.8787 -1.7692
H 8.8266 24.1940 -2.4726
H 10.3056 24.4521 -0.2298
H 8.8842 23.1280 1.7387
C 7.0536 25.9580 -9.2202
Cl 7.4331 24.2209 -9.4523
Cl 8.2674 26.6545 -8.1396
Cl 7.1058 26.8079 -10.7832
Cl 5.4613 26.1218 -8.5114
C 4.0292 23.4998 -4.4409
C 4.9575 24.6594 -4.0827
O 4.2380 25.5312 -3.2125
H 4.6251 22.8379 -5.0844
H 3.1128 23.7962 -4.9394
H 3.8306 22.8436 -3.5919
H 5.3192 25.1174 -5.0108
H 5.8262 24.2839 -3.5325
H 4.8660 26.1048 -2.7609
C 8.6772 17.5162 -3.9890
C 9.7857 16.5292 -4.2670
O 10.2485 16.4737 -5.6199
H 7.7639 17.2655 -4.5338
H 8.9439 18.5555 -4.1789
H 8.4038 17.4299 -2.9326
H 9.4574 15.5083 -4.0543
H 10.6548 16.7729 -3.6408
H 10.9310 17.1494 -5.7187
*
```

SMILES string: ClC(Cl)(Cl)Cl.c1cc[nH]c1.c1cc[nH]c1.c1cc[nH]c1.c1cc[nH]c1.CCO.CCO
LUMO level (eV): 0.26
Frontier orbital gap (hartree): 0.305

***

4.
A molecular structure, C21H32F5HfIN2O3P, computed with wB97M-V/def2-TZVPD.

```
! RIJCOSX wB97M-V def2-TZVPD def2/J DEFGRID3
* xyz 3 1
C -0.9567 -5.2354 -0.0052
C 0.3819 -4.7009 0.5273
C 0.6950 -3.2242 0.0026
N -0.0782 -2.3207 0.7982
P 0.1366 -0.5654 0.5612
C 1.8494 -0.6755 1.5919
C 3.1297 -0.7194 0.7577
O 4.1876 -0.9500 1.6840
C -1.4475 -0.3190 -0.5146
C -1.6334 -1.3116 -1.6715
C -1.3192 -1.0249 -3.1333
N -2.1475 -2.4477 -1.4123
C -0.9507 -0.2875 2.1856
F -0.1896 -0.5473 3.3055
F -1.9667 -1.1995 2.2850
C -1.4845 1.1648 2.4029
C -0.7908 1.9593 3.3046
C -1.1847 3.2509 3.6056
C -2.3069 3.8426 3.0348
C -3.0341 3.0900 2.1487
C -4.3222 3.7065 1.5617
F -4.5405 3.2526 0.2324
F -4.4071 5.0050 1.6468
F -5.3420 3.2014 2.2616
C -2.6320 1.7611 1.8252
O 0.2473 1.1603 0.5415
C 1.1250 1.6894 -0.4420
C 1.2065 0.5809 -1.5718
C 2.5084 0.5043 -2.3796
C 2.4861 1.3750 -3.6776
C 3.2364 2.7052 -3.4009
I 2.1294 4.4490 -4.0260
O 0.9648 -0.6601 -0.9190
H -1.7781 -4.6953 0.4924
H -1.0676 -6.3179 0.1260
H -1.0432 -5.0246 -1.0819
H 1.2029 -5.3470 0.1924
H 0.3858 -4.7158 1.6308
H 0.4381 -3.2289 -1.0612
H 1.8007 -3.1307 0.1304
H 0.1196 -2.6142 1.7644
H 1.9063 -1.5545 2.2486
H 1.8729 0.2643 2.1663
H 3.1989 -1.5307 0.0176
H 3.3769 0.2211 0.2438
H 3.8776 -0.7334 2.5775
H -1.4860 0.7629 -0.8495
H -2.3797 -0.4410 0.0862
H -0.2727 -1.3267 -3.3050
H -1.4640 0.0236 -3.4363
H -1.9204 -1.6751 -3.7796
H -2.3643 -2.5465 -0.4134
H 0.1017 1.6133 3.8199
H -0.6007 3.8026 4.3431
H -2.5781 4.8514 3.3398
H -3.3051 1.1988 1.1356
H 0.6233 2.5878 -0.8496
H 2.0809 2.0661 -0.0491
H 0.4364 0.9295 -2.2836
H 2.6385 -0.5432 -2.6977
H 3.4155 0.7600 -1.8162
H 3.0462 0.8198 -4.4406
H 1.4555 1.5138 -4.0258
H 3.3857 2.8521 -2.3228
H 4.2421 2.6847 -3.8348
Hf -2.8953 1.9645 -1.1788
*
```

LUMO level (eV): -14.15
Frontier orbital gap (hartree): 0.073

***

5.
A molecular structure, C21H32IN3S2SiTeV, computed with wB97M-V/def2-TZVPD.

```
! RIJCOSX wB97M-V def2-TZVPD def2/J DEFGRID3
* xyz -2 4
V -0.6741 0.8245 -0.6316
C 1.1820 1.5629 3.4205
C -0.1827 1.9996 2.9744
C -0.3434 3.1473 2.2005
C -1.5929 3.5263 1.7228
C -1.7451 4.7321 0.8349
C -2.6943 2.7319 2.0331
C -2.5584 1.5649 2.7737
C -3.7193 0.6327 2.9712
C -1.2976 1.2191 3.2480
H 1.6951 1.1023 2.5724
H 1.1181 0.8334 4.2292
H 1.7850 2.4109 3.7540
H 0.5287 3.7403 1.9433
H -1.5113 4.4734 -0.2015
H -1.0690 5.5339 1.1386
H -2.7687 5.1102 0.8591
H -3.6703 3.0030 1.6423
H -3.6515 -0.1765 2.2379
H -4.6716 1.1452 2.8244
H -3.7054 0.1859 3.9676
H -1.1730 0.2876 3.7896
C 4.4729 0.1308 1.6772
Si 4.3220 -1.1651 0.3249
C 4.8962 -2.7850 1.1258
C 5.6496 -0.7437 -0.9628
C 2.6805 -1.4221 -0.4449
C 2.3347 -2.7406 -0.9095
C 1.0893 -3.0523 -1.3220
C 0.0709 -2.0085 -1.3002
N 0.5609 -0.6967 -1.3527
C 1.7172 -0.4394 -0.7066
S 1.7720 1.2390 -0.1879
H 5.4810 0.0940 2.1050
H 3.7503 -0.0573 2.4738
H 4.2780 1.1311 1.2930
H 5.8842 -2.6630 1.5797
H 4.9580 -3.6024 0.4042
H 4.1926 -3.0872 1.9053
H 6.6511 -0.6820 -0.5239
H 5.4184 0.2152 -1.4328
H 5.6654 -1.5011 -1.7511
H 3.0870 -3.5254 -0.8913
H 0.8122 -4.0638 -1.5971
H -0.7405 -2.1608 -2.0031
S -3.3547 1.0918 -0.7107
C -3.3134 -0.0568 -1.9727
N -3.0210 0.3139 -3.2360
C -2.4689 -0.6728 -4.1512
C -3.3439 -1.9129 -4.0930
C -3.4073 -2.4274 -2.6624
N -3.5857 -1.3396 -1.7125
H -2.6209 1.2519 -3.2895
H -1.4338 -0.9103 -3.8748
H -2.4558 -0.2394 -5.1512
H -2.9477 -2.6950 -4.7436
H -4.3462 -1.6534 -4.4443
H -2.4966 -2.9720 -2.3989
H -4.2414 -3.1249 -2.5465
H -3.3825 -1.5895 -0.7277
Te -1.2204 -1.9275 0.7331
I -0.6442 2.8592 -2.8256
*
```

Energy above the lowest of the compared OMol25 structures with the same formula, charge and spin (eV): 0.119
⟨S²⟩: 3.77
LUMO level (spin up / spin down) (eV): 4.41 / 4.41
Frontier orbital gap (spin up / spin down) (hartree): 0.166 / 0.168

***

6.
A single C21H32N2O3 molecule, computed with wB97M-V/def2-TZVPD.

```
! RIJCOSX wB97M-V def2-TZVPD def2/J DEFGRID3
* xyz 0 1
C 3.8314 2.2170 1.0665
H 3.4582 1.5317 1.8190
H 4.3858 1.6419 0.3278
H 4.5269 2.8998 1.5513
C 2.7263 3.0223 0.3811
C 3.4260 3.9639 -0.5999
H 4.0945 3.3961 -1.2438
H 4.0235 4.6874 -0.0480
H 2.7338 4.5074 -1.2313
C 1.7752 3.7352 1.3637
H 2.2415 4.4557 2.0353
C 0.7236 4.3434 0.4300
H -0.2095 4.5354 0.9580
H 1.0675 5.2895 0.0125
C 0.5614 3.2596 -0.6518
H -0.4377 2.8304 -0.6550
H 0.7678 3.6394 -1.6519
C 1.5861 2.1836 -0.2484
C 1.9370 1.2222 -1.3667
H 1.0425 0.6922 -1.6885
H 2.6710 0.4908 -1.0334
H 2.3444 1.7592 -2.2201
C 0.9843 1.4821 0.9945
O -0.3420 1.0633 0.7385
C -0.7106 -0.1800 1.2684
C -0.9871 -0.1684 2.7869
N -1.2860 -1.4655 3.3587
H -0.5192 -2.1037 3.1698
C -2.5448 -2.0765 2.9432
C -2.3544 -3.4727 2.3428
H -3.3139 -3.8521 1.9786
H -1.9367 -4.1573 3.0834
O -1.4067 -3.4694 1.2784
C -1.8380 -2.9549 0.0969
O -2.9696 -2.6067 -0.1128
N -0.7858 -2.9199 -0.7637
C -0.6809 -2.2404 -1.9829
C 0.5706 -2.1889 -2.5914
C 0.7379 -1.5089 -3.7825
C -0.3385 -0.8728 -4.3777
C -1.5832 -0.9271 -3.7739
C -1.7634 -1.6075 -2.5833
H -2.7320 -1.6473 -2.1145
H -2.4270 -0.4335 -4.2321
H -0.2064 -0.3380 -5.3058
H 1.7139 -1.4718 -4.2430
H 1.4136 -2.6795 -2.1245
H 0.0765 -3.3011 -0.3979
H -3.1913 -2.1795 3.8239
H -3.0638 -1.4459 2.2164
H -1.8229 0.5027 2.9975
H -0.1042 0.2167 3.3052
H 0.0696 -0.9313 1.0570
H -1.6179 -0.4548 0.7239
H 1.5841 0.5976 1.2461
C 1.0968 2.5677 2.0914
H 1.6797 2.2264 2.9470
H 0.1040 2.8418 2.4461
*
```

Energy above the lowest of the compared OMol25 structures with the same formula, charge and spin (eV): 1.258
SMILES string: CC1(C)[C@H]2CC[C@]1(C)[C@H](OCCNCCOC(=O)Nc1ccccc1)C2
LUMO level (eV): 0.62
Frontier orbital gap (hartree): 0.336

***

7.
A molecular structure, C21H32N2O4PtSi3, computed with wB97M-V/def2-TZVPD.

```
! RIJCOSX wB97M-V def2-TZVPD def2/J DEFGRID3
* xyz 0 3
Pt -0.6794 -0.7153 -0.2594
C 0.4185 1.6039 -2.0431
Si 1.7404 0.9601 -0.8022
C 3.4749 1.1792 -1.5707
C 1.6461 2.0285 0.7772
C 1.4150 -0.8786 -0.4039
Si 1.5736 -2.0892 -1.8749
C 3.3801 -2.7089 -1.9944
C 0.3908 -3.5879 -1.6814
C 1.1303 -1.3341 -3.5739
Si 1.9223 -1.5390 1.2947
C 1.9690 -3.4415 1.4673
C 3.5651 -0.8906 2.0038
C 0.4451 -1.1484 2.4601
C 0.4649 -0.7330 3.7821
C -0.7266 -0.5773 4.4781
C -1.9171 -0.8814 3.8358
C -1.8634 -1.3253 2.5260
N -0.7181 -1.4383 1.8654
H 0.0897 2.6066 -1.7854
H -0.4714 0.9608 -2.0363
H 0.7886 1.6292 -3.0635
H 3.7041 2.2244 -1.7546
H 3.5743 0.6499 -2.5106
H 4.2337 0.7901 -0.9011
H 1.4778 3.0735 0.5359
H 2.5620 1.9784 1.3528
H 0.8277 1.6964 1.4072
H 3.6954 -3.1978 -1.0807
H 4.0638 -1.8886 -2.1769
H 3.5002 -3.4213 -2.8032
H 0.8529 -4.4028 -1.1381
H 0.0955 -3.9742 -2.6519
H -0.5198 -3.3002 -1.1511
H 1.7418 -0.4719 -3.8099
H 0.0898 -1.0272 -3.6134
H 1.2812 -2.0659 -4.3616
H 2.6820 -3.8825 0.7831
H 0.9966 -3.8772 1.2697
H 2.2599 -3.7240 2.4745
H 4.3511 -1.0169 1.2674
H 3.8562 -1.4447 2.8909
H 3.5188 0.1604 2.2625
H 1.4125 -0.5248 4.2568
H -0.7310 -0.2351 5.5042
H -2.8676 -0.7869 4.3376
H -2.7577 -1.6297 1.9970
O -2.9783 -0.8462 -0.6779
C -3.7953 0.0675 -0.7684
C -3.6398 1.4459 -0.4074
C -4.6676 2.3360 -0.7265
C -4.5390 3.6882 -0.4901
C -3.3493 4.1991 0.0740
C -2.3381 3.3572 0.4096
C -2.4315 1.9347 0.2185
O -1.5024 1.1942 0.6360
N -5.5930 4.5780 -0.8354
O -5.4037 5.7719 -0.6771
O -6.6262 4.1011 -1.2764
H -4.7862 -0.1748 -1.1980
H -5.5820 1.9699 -1.1698
H -3.2805 5.2636 0.2409
H -1.4293 3.7318 0.8588
*
```

⟨S²⟩: 2.01
LUMO level (spin up / spin down) (eV): -0.20 / -1.22
Frontier orbital gap (spin up / spin down) (hartree): 0.284 / 0.268